# C33H37MnN7O2S

C33H37MnN7O2S as an isolated structure (wB97M-V/def2-TZVPD, OMol25).

## Properties
Calculated total energy   -3362.568472 Eh
Expectation value of S²   6.08
Net charge   +1
2S+1   5
F_max   0.25 eV/Å
HOMO-LUMO gap (alpha / beta)   0.2387 / 0.2503 Ha

Each line ends with the natural charge from an NBO analysis.
Element x y z (Å)
Mn (0.99563, 0.66044, 0.52337)  1.519
C (-5.02259, 1.25785, -0.97583)  -0.621
C (-3.86175, 1.42600, -1.94611)  -0.212
N (-2.69334, 2.09423, -1.34314)  -0.372
C (-2.50702, 3.51651, -1.64535)  -0.217
C (-3.22983, 4.44222, -0.67596)  -0.619
C (-1.90165, 1.40405, -0.52114)  0.416
S (-0.61837, 2.30881, 0.28507)  -0.226
N (-2.19987, 0.12275, -0.36424)  -0.655
C (-1.58630, -0.72135, 0.46139)  0.679
O (-0.53784, -0.50217, 1.13490)  -0.749
C (-2.19946, -2.06605, 0.59552)  -0.091
C (-3.39767, -2.37743, -0.04345)  -0.163
C (-3.94494, -3.64229, 0.09007)  -0.218
C (-3.29751, -4.60159, 0.85699)  -0.174
C (-2.10047, -4.29728, 1.49280)  -0.206
C (-1.55178, -3.03309, 1.36346)  -0.189
H (-5.85191, 0.76607, -1.48469)  0.227
H (-5.37765, 2.21975, -0.60788)  0.209
H (-4.72711, 0.64557, -0.12541)  0.224
H (-4.16197, 2.03905, -2.79424)  0.206
H (-3.53992, 0.45828, -2.32414)  0.231
H (-2.87260, 3.67035, -2.65981)  0.213
H (-1.44056, 3.73333, -1.64371)  0.220
H (-4.30816, 4.29398, -0.71407)  0.216
H (-3.02373, 5.48082, -0.93553)  0.226
H (-2.89292, 4.26834, 0.34636)  0.214
H (-3.88684, -1.62320, -0.64324)  0.228
H (-4.87638, -3.88231, -0.40508)  0.223
H (-3.72642, -5.58993, 0.95905)  0.224
H (-1.59783, -5.04658, 2.08983)  0.221
H (-0.61940, -2.78032, 1.85036)  0.230
N (3.98429, -7.46516, -4.87936)  -0.269
C (3.70294, -6.52144, -4.28845)  0.261
C (3.34949, -5.33888, -3.54691)  -0.163
C (2.35593, -5.40182, -2.57418)  -0.143
C (2.02150, -4.26444, -1.86095)  -0.225
C (2.66448, -3.05851, -2.12472)  0.020
C (3.65558, -2.99998, -3.10034)  -0.228
C (4.00293, -4.13720, -3.80747)  -0.143
C (2.29191, -1.84348, -1.35276)  0.239
C (2.63732, -1.81100, -0.00687)  -0.027
C (3.40345, -2.75706, 0.71530)  -0.154
C (3.53434, -2.27710, 2.00027)  -0.307
C (2.85323, -1.04898, 2.03467)  0.059
N (2.32127, -0.75790, 0.84503)  -0.587
C (1.64057, -0.80482, -2.03229)  -0.030
C (1.38017, -0.73942, -3.41485)  -0.160
C (0.82249, 0.50147, -3.66892)  -0.314
C (0.73109, 1.14644, -2.43529)  0.039
N (1.20961, 0.38154, -1.43834)  -0.607
H (1.85187, -6.33895, -2.38220)  0.237
H (1.24909, -4.30494, -1.10330)  0.233
H (4.16017, -2.06290, -3.29715)  0.232
H (4.77771, -4.10076, -4.56079)  0.238
H (3.81391, -3.66706, 0.30877)  0.239
H (4.06145, -2.73126, 2.82242)  0.239
H (2.72878, -0.38375, 2.87331)  0.226
H (1.59401, -1.51909, -4.12716)  0.239
H (0.51211, 0.90143, -4.61962)  0.238
H (0.33669, 2.13026, -2.23907)  0.214
C (0.72547, 4.99959, 2.19803)  -0.410
N (1.54402, 3.79247, 2.15256)  -0.424
C (2.57575, 3.77294, 1.12385)  -0.412
C (1.17079, 2.63111, 2.72270)  0.839
O (1.55868, 1.52338, 2.21950)  -0.781
N (0.44886, 2.61735, 3.84840)  -0.408
C (-0.17855, 1.36913, 4.27310)  -0.407
C (0.49629, 3.67546, 4.84969)  -0.409
H (0.55955, 5.33809, 1.17423)  0.217
H (1.21299, 5.79997, 2.75601)  0.211
H (-0.24345, 4.78347, 2.63701)  0.223
H (3.09361, 4.73048, 1.13704)  0.223
H (2.14185, 3.62617, 0.12897)  0.197
H (3.29309, 2.98264, 1.32439)  0.230
H (-0.43867, 0.76505, 3.40921)  0.234
H (-1.08668, 1.61507, 4.82145)  0.215
H (0.48713, 0.80063, 4.92616)  0.205
H (1.29761, 4.37441, 4.62886)  0.221
H (0.70161, 3.21922, 5.81846)  0.220
H (-0.45019, 4.21334, 4.91544)  0.209